{
  "formula": "C43H46BiClN6OP2",
  "method": "ωB97M-V with the def2-TZVPD basis set",
  "elements": ["C", "N", "C", "H", "H", "C", "C", "C", "H", "C", "H", "H", "H", "C", "H", "N", "H", "H", "C", "H", "H", "H", "C", "C", "H", "C", "C", "H", "H", "N", "N", "C", "H", "N", "H", "C", "C", "C", "H", "H", "H", "C", "H", "H", "H", "H", "H", "P", "C", "C", "H", "C", "H", "P", "C", "C", "H", "C", "C", "C", "C", "H", "H", "C", "C", "H", "Cl", "H", "H", "H", "O", "H", "H", "H", "C", "H", "H", "C", "C", "C", "C", "C", "Bi", "C", "H", "C", "C", "H", "C", "C", "H", "H", "C", "C", "C", "H", "C", "H", "H", "N"],
  "coordinates": [[1.399, 1.784, 2.932], [-0.686, -3.719, -2.374], [-2.296, -1.203, -3.892], [-4.616, -2.777, -0.924], [-3.408, -2.918, -3.074], [4.114, -1.058, -1.804], [-0.935, -7.638, -1.063], [3.881, 3.867, 0.062], [3.514, 0.838, -0.950], [0.460, -0.975, -2.982], [0.518, -2.066, 2.788], [-1.222, -2.888, -4.791], [4.411, -3.065, -2.467], [-4.963, -2.473, 0.064], [-2.027, -6.877, 0.615], [2.598, -0.711, 0.023], [0.328, -5.773, -3.632], [-6.005, -2.162, -0.033], [-1.248, -2.784, -1.648], [-4.053, -2.241, -4.558], [-2.222, -1.946, -5.899], [1.592, 4.789, -3.198], [2.022, 2.502, 0.768], [-1.696, 0.431, 4.521], [-4.732, -1.750, 2.701], [-1.506, -6.660, -0.308], [1.357, -3.914, 1.216], [-4.064, -0.120, 2.460], [4.873, 4.245, 0.265], [0.124, 2.254, -0.678], [1.064, -1.619, 2.058], [-4.150, -1.308, 0.626], [2.180, 2.428, 3.337], [1.268, 1.687, 1.656], [-1.742, 0.818, -4.517], [3.221, 4.244, -1.072], [-0.763, -5.000, -1.943], [1.928, 3.731, -1.342], [-4.309, -1.397, -3.043], [-3.089, -3.530, 2.372], [-3.795, -0.227, -1.253], [-1.311, 0.444, 5.838], [-5.303, 0.163, -0.432], [-1.481, 2.090, -1.929], [0.527, -0.159, -3.704], [4.783, -0.607, -2.522], [-4.942, -3.347, 0.716], [-2.369, -1.789, 0.822], [2.440, -2.066, 0.102], [-0.008, 0.814, 6.206], [-3.197, 0.751, -3.499], [1.343, 2.835, -0.435], [-3.258, 0.236, -5.185], [-1.254, -1.072, -2.344], [1.616, -2.578, 1.139], [1.178, 4.082, -2.491], [0.176, -8.123, -2.858], [1.934, -4.806, 0.281], [-0.171, -6.036, -2.709], [-3.586, -1.983, -3.607], [-0.260, -7.324, -2.276], [1.715, -5.862, 0.360], [-0.995, -8.670, -0.746], [-1.874, -3.095, -0.398], [-1.547, -1.880, -5.044], [-0.677, -1.307, -5.364], [0.441, 0.814, 7.872], [-5.683, -0.517, 1.891], [1.800, -1.076, 2.504], [1.869, 1.541, 5.520], [-1.224, 0.739, 2.243], [0.760, -1.908, -3.459], [-3.772, 0.790, 0.187], [-2.018, 0.180, 6.613], [3.275, 2.995, 0.995], [-2.708, 0.167, 4.248], [3.674, 4.930, -1.775], [3.912, -2.407, -1.767], [-0.792, 0.766, 3.496], [-0.534, 2.592, -1.765], [2.772, -4.348, -0.692], [-4.672, -0.909, 2.012], [-0.069, 0.080, 0.550], [3.044, -2.960, -0.796], [3.238, -5.031, -1.388], [3.410, -0.241, -0.896], [0.512, 1.166, 3.877], [1.165, -0.759, -2.178], [-2.639, 0.239, -4.286], [-0.054, 3.532, -2.694], [3.821, 2.729, 1.891], [-2.435, -2.095, 3.211], [-2.316, -2.761, 2.358], [-1.428, -5.311, -0.740], [0.880, 1.200, 5.241], [-1.360, -3.277, 2.437], [-4.250, -0.077, -0.276], [-0.655, 3.785, -3.555], [0.730, -4.304, 2.009], [-1.959, -4.331, 0.026]],
  "mulliken_charge": [-0.01, 0.25, 1.86, 0.22, 0.16, -0.95, -0.62, -1.21, 0.15, -0.90, 0.40, 0.30, 0.46, -1.65, 0.52, -0.10, 0.51, 0.53, -0.54, 0.58, 0.55, 0.47, -0.44, -0.55, 0.34, -0.51, -0.52, 0.30, 0.43, -0.19, -0.46, 2.33, 0.46, 0.56, 0.34, -0.80, 0.19, 0.84, 0.35, 0.49, 0.26, -0.75, 0.56, 0.49, 0.42, 0.48, 0.31, 0.86, 0.50, -0.11, 0.26, 0.85, 0.48, 0.04, -0.28, -0.77, 0.47, -0.93, -0.65, -1.42, -0.63, 0.49, 0.45, 0.02, -1.75, 0.34, -0.18, 0.56, 0.38, 0.51, -0.64, 0.48, 0.28, 0.47, -0.53, 0.46, 0.47, -0.95, 0.69, -0.12, -1.01, -1.95, 2.66, 1.53, 0.46, -0.07, 0.13, -0.24, -1.74, -1.03, 0.49, 0.27, -1.67, 0.24, -1.02, 0.22, -2.03, 0.48, 0.38, -0.10],
  "e_tot_ha": -3427.0728,
  "de_lowest_kj_mol": 25.1,
  "homo_energy_ev": -13.007,
  "e_lumo_ha": -0.2096,
  "charge": 2
}

{
  "formula": "C30H45MgN4O3PS2",
  "method": "ωB97M-V with the def2-TZVPD basis set",
  "elements": ["H", "H", "H", "C", "C", "C", "H", "H", "H", "H", "H", "C", "C", "H", "H", "C", "H", "C", "H", "H", "H", "H", "C", "C", "H", "C", "H", "C", "N", "H", "C", "H", "H", "N", "N", "H", "H", "S", "C", "C", "P", "H", "C", "H", "H", "C", "C", "O", "C", "H", "Mg", "C", "H", "C", "S", "N", "H", "H", "H", "H", "H", "C", "H", "C", "C", "C", "C", "H", "H", "C", "H", "H", "C", "H", "C", "C", "H", "C", "H", "O", "O", "H", "H", "H", "H", "H"],
  "coordinates": [[2.142, -3.842, 2.167], [4.285, 0.658, -3.552], [-1.167, -4.647, 3.393], [-3.529, -3.252, 4.070], [1.397, 3.554, -1.897], [0.689, -3.627, -1.197], [-0.555, -3.960, 1.002], [0.534, -4.576, 3.786], [1.079, 2.736, 2.253], [-2.971, 0.481, 1.597], [3.320, -3.879, -2.884], [1.701, 1.815, -0.292], [2.370, 1.135, 0.875], [-5.610, -5.779, 3.241], [1.678, 4.508, -2.321], [-3.007, -3.005, 2.806], [-1.757, -2.661, -3.326], [-0.318, -2.668, 3.413], [1.283, 1.765, 3.710], [1.788, -0.020, 2.433], [-0.878, -0.043, -2.759], [-0.958, 0.763, 3.373], [-4.468, -4.257, 4.227], [-0.971, -4.647, -3.166], [2.947, 3.564, -0.405], [-4.377, -4.705, 1.858], [-4.727, -5.260, 0.998], [2.457, -1.619, -4.637], [-1.152, 1.514, 1.426], [-1.111, 2.526, 3.314], [4.055, -3.087, -2.741], [2.856, 0.241, 0.475], [-0.081, -5.567, 1.523], [0.649, 1.160, -0.784], [-1.886, 0.357, -0.954], [-3.190, -2.670, 4.920], [-3.793, 1.279, -0.624], [1.808, -2.907, 0.025], [-4.881, -4.990, 3.120], [-2.745, 1.401, -0.345], [3.286, -1.468, -3.034], [-4.886, -4.458, 5.204], [1.573, -4.199, 1.306], [-0.272, 3.256, -3.226], [-0.252, -1.773, -1.524], [-2.592, 1.409, 1.174], [0.305, 2.859, -2.402], [-1.464, -1.466, 1.281], [-3.432, -3.703, 1.691], [1.503, -5.622, -1.074], [-0.153, -0.198, 0.491], [0.113, -4.505, 1.670], [-3.156, 2.244, 1.601], [-0.686, 1.653, 2.808], [-1.758, -1.732, 2.745], [1.355, 0.690, 1.855], [-1.922, 1.383, -2.843], [-0.352, -2.486, 4.488], [-2.459, -0.458, -1.146], [-2.413, 2.373, -0.720], [1.668, -2.369, -4.562], [-0.056, -5.473, -2.531], [3.159, -1.911, -5.418], [2.107, 3.029, -0.825], [-0.225, -2.801, -1.826], [4.667, -0.328, -3.290], [-1.242, 0.821, -2.197], [-0.851, 2.363, 0.948], [5.310, -0.692, -4.091], [-0.043, 1.656, -1.808], [2.096, -5.075, 0.920], [-3.023, -3.469, 0.715], [-0.230, -4.160, 3.125], [0.002, -6.519, -2.799], [-1.055, -3.307, -2.813], [0.836, 1.776, 2.715], [-1.616, -5.044, -3.937], [0.791, -4.965, -1.558], [3.127, 1.782, 1.326], [1.129, -1.698, 0.637], [2.351, -1.038, -1.944], [4.874, -3.248, -3.442], [0.531, -2.133, 2.983], [4.441, -3.121, -1.723], [5.248, -0.247, -2.371], [2.012, -0.657, -4.891]],
  "mulliken_charge": [0.69, 0.35, 0.37, -0.23, -0.70, 0.48, -0.32, 0.59, 0.29, -0.03, 0.26, 0.71, -1.46, 0.42, 0.50, 0.21, 0.54, -0.17, 0.48, 0.33, 0.13, 0.10, -0.71, -1.04, 0.58, -0.99, 0.45, -1.22, -0.37, 0.53, -1.17, 0.17, 0.56, 0.99, -0.18, 0.45, 0.49, 0.51, -0.49, -0.92, 1.27, 0.44, -1.45, 0.59, -0.47, -0.45, -1.11, -1.30, -0.04, 0.45, 2.68, 0.48, 0.58, -0.51, 0.10, -0.20, 0.57, 0.75, 0.27, 0.30, 0.30, -0.77, 0.44, -1.03, 0.79, -1.24, -1.19, 0.29, 0.43, 0.63, 0.60, 0.43, -1.58, 0.47, -0.45, -0.80, 0.46, -0.86, 0.60, -0.24, -0.79, 0.48, -0.10, 0.30, 0.35, 0.34],
  "e_tot_ha": -2952.4530,
  "de_lowest_kj_mol": 25.9,
  "homo_energy_ev": -14.038,
  "e_lumo_ha": -0.1655,
  "charge": 2
}

- Which formula does entry 2 have?
  C30H45MgN4O3PS2